The following is a DFT calculation (ωB97M-V with the def2-TZVPD basis set) of the molecule C7H14N4O in a non-equilibrium geometry.

Values from the calculation:
**HOMO**: -8.527 eV
**Relative energy (zero: lowest compared OMol25 entry of this formula, charge and spin)**: 0.0 kcal per mole
**Kohn-Sham gap**: 9.33 eV
**Electronic energy**: -15494.5447 eV

Geometry as ORCA input:
```
! wB97M-V def2-TZVPD RIJCOSX def2/J DEFGRID3
* xyz 0 1
C -0.0309 -2.5582 -3.2394
C 0.3461 -1.2149 -2.5671
O 0.6241 -0.2803 -3.2870
N 0.2187 -1.0290 -1.2064
C 0.3813 0.2899 -0.5513
C 0.9529 0.0628 0.8415
C 1.3389 1.3754 1.5631
C 1.5855 1.1634 3.0681
N 1.0981 2.4309 3.6003
C 0.2370 2.8813 2.6926
N -0.6195 3.8502 3.0828
N 0.2460 2.3466 1.5144
H -1.0580 -2.8126 -3.0573
H 0.1727 -2.4928 -4.2928
H 0.5886 -3.3256 -2.7650
H -0.0823 -1.8244 -0.6453
H 1.0272 0.9347 -1.1176
H -0.5815 0.7848 -0.4798
H 0.2918 -0.5504 1.4581
H 1.8578 -0.5239 0.7332
H 2.2382 1.7831 1.0611
H 1.0837 0.3190 3.5132
H 2.6560 1.0210 3.2743
H 0.7079 2.4343 4.5409
H -1.3050 4.1295 2.3470
H -0.2171 4.5637 3.6772
*
```

---

The following is a DFT calculation (ωB97M-V with the def2-TZVPD basis set) of a cluster of 15 separate species, H30O15 in total in a non-equilibrium geometry.

Values from the calculation:
**HOMO**: -9.130 eV
**Relative energy (zero: lowest compared OMol25 entry of this formula, charge and spin)**: 44.5 kcal per mole
**Kohn-Sham gap**: 8.48 eV
**Electronic energy**: -31199.7363 eV

Geometry as ORCA input:
```
! wB97M-V def2-TZVPD RIJCOSX def2/J DEFGRID3
* xyz 0 1
O -0.1936 -0.5935 0.0626
H 0.7654 -0.5635 0.1356
H -0.3636 0.1985 -0.4144
O -0.6656 0.6725 2.4306
H -0.7206 0.5115 1.4726
H -1.4986 0.9845 2.6206
O 1.6064 -2.9565 -0.3594
H 1.8814 -2.2365 -0.8604
H 0.7464 -3.0675 -0.6854
O -1.0156 -2.1535 3.2126
H -1.3286 -1.4415 2.6586
H -1.6366 -2.8745 3.0826
O 1.2184 2.4425 1.3146
H 0.6864 3.0045 0.7886
H 0.5244 1.9755 1.7876
O -2.5136 -0.0215 -2.2264
H -2.8376 -0.8925 -2.2994
H -3.2856 0.5185 -2.2334
O -1.1016 -2.9485 -0.8744
H -1.2426 -2.0575 -0.6014
H -1.6036 -3.5765 -0.3634
O -0.7886 2.9075 -0.4424
H -1.0536 2.9775 -1.3744
H -0.6506 3.8435 -0.1734
O -1.4026 2.5995 -3.0034
H -2.0736 2.6265 -3.6774
H -1.2736 1.7145 -2.7084
O 2.0024 -0.0705 3.4666
H 2.9604 -0.1535 3.5996
H 1.7204 -0.6995 2.8276
O -2.6826 1.0405 0.2536
H -2.8506 0.6015 -0.5684
H -2.1306 1.7825 -0.0224
O 2.3624 -1.2355 -2.2484
H 1.9374 -0.3735 -2.2064
H 2.9234 -0.9975 -3.0154
O 1.4094 -2.5375 2.2456
H 1.3094 -2.5635 1.3256
H 0.4944 -2.4155 2.6436
O 2.5784 0.1405 0.4406
H 2.9014 0.5175 -0.3454
H 2.1984 0.9025 0.8856
O 0.7694 1.1135 -2.0374
H 0.8894 1.4105 -2.9014
H 1.0264 1.9435 -1.6124
*
```